Record 1
The following is a quantum chemistry calculation of a molecular structure, C44H52ClGe2N5O4S2Y, from the Open Molecules 2025 dataset.

Values from the calculation:
**Total charge**: +1
**Energy above the lowest of the compared OMol25 structures with the same formula, charge and spin**: 4.3 kcal/mol
**Lowest unoccupied orbital energy**: -2.594 eV

The geometry in XYZ format:
```
111
C44H52ClGe2N5O4S2Y ωB97M-V/def2-TZVPD
S -0.84 -0.98 -4.98
H -0.79 1.39 -5.41
H -5.16 1.03 0.64
H -0.83 -1.23 -7.39
H -2.27 0.15 2.58
N -1.92 -1.75 0.27
H 3.86 1.73 -0.51
H 2.94 1.36 3.58
H -2.59 1.45 4.63
N -2.02 4.05 4.85
H 2.27 2.44 -0.46
C 3.03 1.95 0.15
H 3.92 -2.86 -0.58
Ge 1.81 -1.27 -1.32
H 0.04 -2.39 -2.72
C 4.61 -1.54 1.77
H -2.28 0.63 -6.04
C 6.30 -0.76 3.32
H 3.77 3.86 0.86
C -1.37 -2.19 3.69
C -3.44 4.20 -2.44
C -0.99 -2.50 2.39
C 3.31 -2.00 -0.31
Cl -3.14 -4.71 2.37
C 3.54 -1.27 0.79
O -5.03 -5.12 0.08
C -1.56 0.65 -5.22
C 2.40 -0.36 -2.96
C -2.20 1.93 3.74
C -4.65 -4.18 -0.56
H -4.77 -3.02 -2.11
C 5.28 -0.50 2.41
C -2.97 -1.50 -1.89
C 3.00 -1.36 -3.95
H 6.82 0.07 3.79
C 3.46 2.90 1.27
H 2.30 -3.09 2.86
H 1.65 0.68 4.56
H 2.78 -0.38 3.72
H -0.86 3.44 0.52
N -2.79 2.17 -1.28
H 0.80 1.53 2.34
H -2.40 3.66 5.70
C -1.12 3.43 -2.50
C -4.77 3.99 -2.01
C -0.82 4.52 -3.28
H 0.43 -2.19 -6.58
H 3.12 0.41 -2.68
H -1.81 5.03 4.84
H -0.70 -1.97 5.71
H -6.08 2.71 -0.92
C 2.22 0.55 3.64
C -1.38 3.84 2.55
H -2.41 -1.97 3.91
C -2.84 -2.22 -0.57
C -4.05 2.00 -0.91
C 0.90 -2.53 4.40
C 1.27 -2.84 3.09
S 0.17 2.29 -2.13
Ge 2.26 0.23 0.73
H 0.19 4.65 -3.63
C -3.52 -3.33 -0.04
H 2.09 -3.93 -2.70
C -2.03 1.20 2.59
H -3.58 0.31 0.38
H 3.36 -0.85 -4.84
C 5.98 -3.11 3.00
H 0.61 -4.80 -2.33
O -2.07 -0.61 -2.08
N -1.98 -2.56 1.36
C 0.52 -2.70 -1.79
H 3.84 -1.91 -3.52
H 2.25 -2.09 -4.27
H 0.59 -3.09 1.07
H -2.08 0.90 -4.30
H 5.02 0.52 2.18
O -5.18 -3.84 -1.72
C -5.07 2.90 -1.26
C 1.28 -4.02 -1.97
H 1.64 -2.55 5.18
C -4.43 0.78 -0.12
H -1.52 6.31 -4.27
H 4.45 -3.68 1.60
H -0.26 -2.82 -1.05
C -1.25 3.04 1.45
H -5.54 4.70 -2.30
C -2.91 -3.52 1.19
C -1.80 5.47 -3.65
C -3.09 5.31 -3.24
C 4.97 -2.85 2.08
Y -1.02 0.56 -0.58
H -1.12 4.89 2.48
H 7.43 -2.27 4.33
H 4.30 2.51 1.85
C 1.28 0.55 2.43
H 1.72 -4.36 -1.04
H 2.64 3.10 1.97
H -4.88 0.04 -0.79
C -0.41 -2.20 4.69
H 6.24 -4.14 3.23
C 6.65 -2.07 3.62
N -1.55 1.72 1.44
H 0.66 -0.44 -6.81
C -0.08 -1.22 -6.60
H 1.54 0.14 -3.41
C 0.32 -2.83 2.08
C -1.88 3.30 3.75
H -3.86 6.02 -3.52
C -2.46 3.26 -2.06
O -3.88 -1.77 -2.65
H 0.48 -0.19 2.57
```

=====

Record 2
The following is a quantum chemistry calculation of a molecular structure, H14NaO7, from the Open Molecules 2025 dataset.

Values from the calculation:
**Total charge**: +1
**Energy above the lowest of the compared OMol25 structures with the same formula, charge and spin**: 7.0 kcal/mol
**Lowest unoccupied orbital energy**: -3.213 eV

The geometry in XYZ format:
```
22
H14NaO7 ωB97M-V/def2-TZVPD
H -0.84 3.11 2.16
O -1.39 1.77 -1.20
O 2.54 0.32 -0.67
H -1.62 2.02 -0.28
H 0.44 -1.18 -3.23
H 1.42 0.90 2.58
H 1.16 -2.71 0.66
H -0.53 1.67 1.68
O -0.30 -1.05 -2.63
O -1.00 2.49 1.44
H -2.84 -0.52 0.71
H -1.84 -1.10 1.71
O 1.10 0.50 1.76
H 1.90 0.42 1.20
O 0.41 -2.79 0.05
H 3.23 -0.34 -0.52
O -1.90 -0.71 0.83
H -2.04 1.12 -1.46
H 0.20 -3.73 0.04
H -1.05 -0.86 -3.21
H 2.96 0.97 -1.25
Na 0.00 -0.31 -0.34
```

=====

Record 3
The following is a quantum chemistry calculation of C3H4N2OS in the gas phase, from the Open Molecules 2025 dataset.

Values from the calculation:
**Total charge**: 0
**SMILES**: Cc1n[nH]c(=O)s1
**Energy above the lowest of the compared OMol25 structures with the same formula, charge and spin**: 23.1 kcal/mol
**Lowest unoccupied orbital energy**: 0.641 eV

The geometry in XYZ format:
```
11
C3H4N2OS ωB97M-V/def2-TZVPD
C -0.20 -1.04 0.21
H -0.88 -1.57 0.92
H 0.99 3.24 -0.47
H -0.46 -1.37 -0.84
C -0.76 2.93 0.81
C -0.28 0.46 0.30
H 0.91 -1.31 0.18
N 0.24 2.62 -0.05
N 0.55 1.34 -0.36
S -1.32 1.28 1.42
O -1.11 4.01 1.19
```

=====

Record 4
The following is a quantum chemistry calculation of a molecular structure, C16H33N5O4RhS2, from the Open Molecules 2025 dataset.

Values from the calculation:
**Total charge**: +3
**Lowest unoccupied orbital energy**: -10.192 eV

The geometry in XYZ format:
```
61
C16H33N5O4RhS2 ωB97M-V/def2-TZVPD
H -2.18 0.21 4.21
H -1.97 3.19 0.10
C -0.39 -0.35 5.30
H 2.59 -3.56 -2.15
H -0.08 0.62 5.70
N 3.02 2.46 0.65
O -2.02 0.39 -1.36
H 0.45 -4.32 -3.19
N -1.23 -0.12 4.11
H 3.85 0.55 0.95
H 1.26 -5.50 -2.12
H 0.66 -2.25 4.98
H 0.36 -5.38 0.35
C 4.11 1.59 1.11
C 0.80 -1.18 4.82
H 1.51 -0.51 -3.56
H -0.97 -0.87 6.06
C -2.54 1.54 -1.19
H -5.56 0.67 -1.07
H -0.18 -0.62 -3.10
H 4.28 1.77 2.17
S -1.58 0.04 1.52
S 0.93 -0.90 3.01
H 2.20 -3.07 -3.81
H 1.10 0.05 -1.97
C 0.73 2.93 -0.09
C -0.26 -4.52 0.11
N 1.10 -2.08 -2.28
C -4.36 3.13 -1.27
H -1.56 3.42 -1.62
H 4.18 4.11 1.14
H -4.16 3.56 -0.29
H 1.73 -0.87 5.29
H -0.23 -3.80 0.92
Rh -0.26 0.07 -0.32
H -1.29 -4.86 -0.04
H -3.96 3.76 -2.05
O -0.24 -1.89 -0.38
H -0.50 -5.49 -2.27
O 1.54 0.76 0.56
N -3.81 1.77 -1.36
C 1.83 1.98 0.39
H -5.12 0.94 -2.77
O -0.33 2.11 -0.59
C -1.62 2.69 -0.80
C -0.67 -0.28 2.94
C 0.84 -0.75 -2.74
C 3.34 3.88 0.49
H 5.01 1.84 0.56
H 2.51 4.52 0.79
H 3.63 4.10 -0.54
H 0.38 3.55 0.74
H -4.22 -0.25 -1.79
C 0.37 -2.62 -1.26
C 2.32 -2.72 -2.79
N 0.25 -3.93 -1.13
H 1.09 3.58 -0.89
H 3.14 -2.00 -2.76
H -5.44 3.06 -1.40
C 0.39 -4.86 -2.25
C -4.74 0.70 -1.77
```

=====

Record 5
The following is a quantum chemistry calculation of 4 unconnected molecules or ions with the total composition C33H73Br2F4INO14P4, from the Open Molecules 2025 dataset.

Values from the calculation:
**Total charge**: -1
**Energy above the lowest of the compared OMol25 structures with the same formula, charge and spin**: 0.0 kcal/mol
**Lowest unoccupied orbital energy**: 1.357 eV

The geometry in XYZ format:
```
132
C33H73Br2F4INO14P4 ωB97M-V/def2-TZVPD
O -0.75 -6.28 -3.17
C -0.50 0.67 -2.24
H 5.39 2.10 3.08
H 2.06 -5.30 -6.42
P 0.47 -5.42 -3.85
H -2.46 5.42 -1.34
C -4.69 -2.56 1.75
H 8.49 4.02 -2.21
H 10.08 -0.50 -1.41
H -5.24 4.75 -0.43
H -2.48 0.89 -0.38
N -1.91 1.67 -0.11
C 5.14 4.72 2.70
C 5.00 2.49 4.02
H -4.70 2.58 -0.51
H -1.10 -3.23 3.59
H -0.86 -3.97 2.05
H 9.74 1.12 -0.78
H -8.12 -2.73 -1.03
H -2.99 -0.54 1.19
H -4.02 -5.72 -4.34
C 0.40 0.58 -0.98
C -2.82 2.60 0.56
F 1.60 1.16 -1.29
H -7.72 -6.36 -2.93
C -1.92 0.28 2.79
H -1.88 -4.61 -2.64
P -0.43 1.15 0.74
C 5.01 4.04 4.08
C 1.46 4.24 2.65
H 3.73 6.16 1.87
C -1.61 -5.59 -2.26
H 3.42 -6.14 -5.66
H -3.87 6.57 -1.38
H 2.37 -3.27 -2.46
H -2.36 -2.76 0.97
C -4.40 -4.76 -4.67
O -5.79 -4.63 -4.27
Br 0.01 3.87 -0.94
H 6.21 4.85 2.52
P 7.00 1.13 -1.08
C 7.57 3.56 -1.86
I -1.43 -0.35 4.84
O -0.22 -4.59 -4.88
F -1.41 -0.33 -2.29
H 9.63 0.78 -2.53
F 0.67 -0.77 -0.87
C 0.40 2.87 0.72
C -2.01 -0.81 1.64
O -5.57 -5.44 -1.96
C -8.30 -5.51 -3.28
H -9.28 -5.53 -2.80
C 1.53 0.93 3.04
H -0.55 3.53 2.71
O 5.49 1.70 -1.38
H 3.75 1.08 5.05
H 2.34 4.02 2.05
O 8.11 -0.03 -1.36
H 0.87 -2.77 -1.68
H -3.79 -3.96 -4.25
H 4.50 0.01 -0.60
H -4.98 -0.47 2.41
F 0.33 0.44 -3.33
H -8.44 -5.57 -4.36
C 4.40 1.09 -0.64
H -0.94 1.65 -2.43
C 4.45 6.11 2.69
H 4.38 1.49 0.37
H -2.36 3.46 1.03
H 6.73 4.01 -2.40
O -7.68 -4.27 -2.95
H 4.78 4.09 1.89
C 1.29 -3.29 -2.54
H 1.47 2.70 0.72
C -3.79 3.19 -0.52
O 2.04 -5.38 -4.34
H -3.50 2.11 1.27
H 3.52 0.27 2.88
O -1.25 1.35 2.30
H 0.85 -0.68 1.82
H -5.38 -3.33 2.08
H 1.02 1.80 3.44
H 0.97 -2.78 -3.45
H 1.50 3.79 3.64
H -3.69 -1.80 3.48
C 0.14 3.84 1.93
H 5.17 6.90 2.49
C 3.61 1.85 4.29
H -2.95 0.61 2.94
H 3.96 6.30 3.64
H 1.84 -6.93 -5.73
C 9.46 0.39 -1.53
O 0.82 -4.65 -2.49
H 7.47 3.75 -0.79
H -1.14 -5.49 -1.28
C -3.54 5.53 -1.41
C -3.48 -2.56 2.72
C 2.35 -5.98 -5.61
H -3.36 3.03 -1.51
O 7.24 1.51 0.34
C -2.18 -2.29 1.94
H 5.89 4.34 4.65
H -2.51 -6.20 -2.15
H -6.49 -1.34 2.23
C -4.16 4.67 -0.27
H -4.36 -4.70 -5.75
O -6.15 -3.09 -1.56
H -3.86 5.03 0.71
H 1.47 0.14 3.78
H 1.98 0.35 1.05
H 5.65 2.15 4.83
H -7.37 -4.12 -0.21
H -4.37 -2.67 0.72
C 3.05 1.26 2.99
O 7.64 2.17 -2.15
H 1.47 5.31 2.83
C -7.20 -3.12 -0.60
H 3.47 1.33 -1.15
C 1.07 0.37 1.67
H -5.58 -0.77 0.81
H -3.41 -3.51 3.25
P -6.08 -4.25 -2.70
H 2.88 2.56 4.70
H -3.83 5.06 -2.35
O -1.08 -0.50 0.68
H -6.90 -2.47 0.22
H 4.15 4.39 4.63
C -5.49 -1.21 1.80
H 3.32 1.82 2.10
H 0.00 -2.49 2.35
Br -0.61 5.60 1.37
C -0.95 -2.99 2.54
```

=====

Record 6
The following is a quantum chemistry calculation of 2 unconnected molecules or ions with the total composition C5H11N, from the Open Molecules 2025 dataset.

Values from the calculation:
**Total charge**: 0
**Energy above the lowest of the compared OMol25 structures with the same formula, charge and spin**: 143.7 kcal/mol
**Lowest unoccupied orbital energy (alpha / beta)**: 0.879 / 0.866 eV

The geometry in XYZ format:
```
17
C5H11N ωB97M-V/def2-TZVPD
H -0.18 -1.19 -1.70
H 2.92 -0.68 0.83
H -1.71 1.17 1.29
H -1.00 -1.35 1.13
C 0.57 1.18 -0.17
H 2.23 -0.89 -0.87
C 2.09 -0.54 0.14
H 0.57 1.11 -1.25
C 0.79 -0.06 0.58
H -1.56 2.02 -0.26
C -1.54 1.04 0.22
C -0.47 -0.87 0.30
H 0.79 0.14 1.65
H 0.93 2.13 0.23
H -2.34 0.45 -0.23
H -1.45 -2.10 -1.02
N -0.62 -1.56 -0.87
```

=====

no.,calculated total energy (eV),maximum force (eV/Å)
1,-210380.7825,0.67
2,-18973.2091,0.75
3,-19038.0483,4.93
4,-57421.9461,1.97
5,-261772.5926,6.14
6,-6847.2950,0.53